(1)
# C29H26N2O6

C29H26N2O6 in the gas phase at a distorted geometry (ωB97M-V/def2-TZVPD, the OMol25 dataset).

The geometry in XYZ format:
```
63
Properties=species:S:1:pos:R:3:forces:R:3:mulliken_charge:R:1
C -1.209433 -0.210116 -2.880559 -0.2 -0.1 -0.4 -1.0122
O -0.311853 -0.285420 -1.778473 0.2 0.1 0.1 -0.0657
C 0.695817 -1.162702 -1.869644 0.2 -0.1 -0.2 -0.2745
O 0.941134 -1.793127 -2.864286 -0.1 0.0 0.0 -0.6208
C 1.592531 -1.126517 -0.627351 0.1 -0.3 0.0 2.0376
C 2.434957 -2.412818 -0.544001 -0.2 0.0 -0.1 -1.6382
C 1.660214 -3.568375 0.025420 0.2 -0.1 -0.1 0.4692
C 1.817593 -3.934675 1.356218 0.0 0.0 0.0 -0.1752
C 1.078376 -4.972757 1.895498 0.0 0.0 0.1 -0.7462
C 0.171187 -5.658240 1.107668 -0.1 -0.1 0.0 -0.4707
C 0.017057 -5.308787 -0.222830 0.0 0.0 0.0 -0.8243
C 0.758147 -4.273296 -0.760956 0.0 -0.1 0.0 -0.1949
N 2.474765 0.027180 -0.758014 0.0 0.0 0.0 -0.5446
C 1.800664 1.225790 -0.283538 -0.1 0.3 0.0 1.2916
C 2.808908 2.272919 0.123839 0.1 0.1 -0.1 -0.4660
C 3.982849 1.844294 0.731540 0.0 0.0 0.0 -0.9104
C 4.945203 2.747222 1.140191 0.1 0.0 0.1 -0.7091
C 4.734029 4.100668 0.944520 0.1 0.0 0.0 -0.6993
C 3.565353 4.532232 0.345581 0.0 0.0 0.0 -0.8449
C 2.586582 3.637276 -0.071983 0.1 0.0 0.0 0.8733
C 1.330389 4.158790 -0.701622 -0.1 0.0 0.0 -1.2766
C 0.983318 0.686625 0.918498 0.1 0.0 -0.1 -0.0934
C -0.425833 1.232618 0.968262 0.3 -0.2 0.2 -0.2665
O -0.754437 2.378772 1.124760 0.0 0.2 0.0 -0.6349
N -1.300107 0.172496 0.807525 -0.4 0.0 0.2 0.5675
C -2.708481 0.324274 0.740615 -0.4 -0.1 0.1 -0.0171
C -3.522835 -0.573319 1.413446 0.2 0.1 0.0 -0.3985
C -4.909683 -0.466034 1.356819 -0.3 0.2 -0.2 -1.3113
C -5.431944 0.566929 0.617631 0.5 0.3 -0.2 1.0880
C -4.607083 1.470702 -0.056889 -0.2 -0.5 0.3 0.4081
C -3.239711 1.371784 -0.019113 -0.3 0.1 -0.1 -0.6386
O -5.379316 2.385023 -0.717773 0.5 0.0 0.0 -0.5038
C -6.718397 2.045409 -0.424154 -1.0 0.6 -0.4 -0.2686
O -6.740588 0.899509 0.400400 0.1 -0.4 0.2 -0.4886
C -0.669803 -1.047445 0.590585 0.1 -0.1 0.2 -0.5500
O -1.235225 -2.086533 0.389854 0.0 -0.1 0.0 -0.5468
C 0.823881 -0.811548 0.675115 0.1 0.0 -0.1 -0.3684
H -1.980730 -0.973828 -2.768025 0.0 0.0 0.0 0.2851
H -0.670040 -0.371906 -3.815524 -0.1 0.1 0.1 0.4103
H -1.656290 0.781000 -2.853869 0.0 -0.1 0.0 0.2575
H 3.304311 -2.192852 0.077529 -0.1 0.1 0.0 0.4378
H 2.776725 -2.652786 -1.552433 0.1 0.0 0.1 0.4910
H 2.535170 -3.412673 1.976130 0.1 0.1 0.0 0.4244
H 1.211692 -5.245377 2.932660 0.0 0.0 0.1 0.3905
H -0.410735 -6.464940 1.528579 0.0 -0.1 0.0 0.3942
H -0.685345 -5.844718 -0.843751 -0.1 0.0 -0.1 0.4054
H 0.638986 -4.006850 -1.799862 0.0 0.0 -0.1 0.4633
H 2.869712 0.128390 -1.685434 0.0 0.0 0.0 0.3703
H 1.105010 1.637394 -1.030317 0.1 0.0 0.1 0.2364
H 4.133544 0.784475 0.868933 0.1 -0.1 0.0 0.3823
H 5.852875 2.397382 1.608810 0.1 0.0 0.0 0.4116
H 5.476649 4.819287 1.258314 0.1 0.1 0.0 0.3881
H 3.403887 5.590534 0.198066 0.0 0.1 0.0 0.3699
H 0.462068 3.859601 -0.117077 -0.1 0.0 -0.1 0.1865
H 1.212732 3.775542 -1.715413 -0.1 0.0 -0.1 0.3214
H 1.355305 5.244305 -0.750827 0.0 0.1 0.0 0.4411
H 1.501724 0.922673 1.849770 -0.1 0.0 -0.1 0.4294
H -3.076732 -1.373767 1.979910 0.1 -0.1 0.0 0.4789
H -5.548136 -1.161572 1.873738 -0.1 -0.1 0.1 0.4169
H -2.609740 2.076017 -0.532774 0.1 0.1 -0.1 0.7044
H -7.206210 2.884650 0.097318 0.2 -0.2 -0.1 0.2523
H -7.259253 1.836554 -1.360719 0.2 0.0 0.2 0.2486
H 1.224605 -1.425321 1.483454 -0.1 0.1 -0.1 1.2272
```
Positions in Å, forces in eV/Å.

Computed properties:
HOMO-LUMO gap (eV): 8.836
HOMO energy (eV): -8.2162
SMILES: COC(=O)[C@@]1(Cc2ccccc2)N[C@H](c2ccccc2C)[C@H]2C(=O)N(c3ccc4c(c3)OCO4)C(=O)[C@H]21

---

(2)
# C29H27AsBF6N6S2W

A molecular structure, C29H27AsBF6N6S2W at a distorted geometry (ωB97M-V/def2-TZVPD, the OMol25 dataset).

The geometry in XYZ format:
```
73
Properties=species:S:1:pos:R:3:forces:R:3:lowdin_spin:R:1
W 0.121986 0.261670 0.569269 1.8 0.9 0.3 0.8410
C 3.363179 -1.814017 -1.910695 -0.2 0.1 0.0 0.0022
C 3.985380 -2.620343 -0.973681 0.0 -0.1 0.1 0.0043
C 3.410332 -2.743415 0.274258 0.1 0.1 -0.1 0.0002
C 2.262514 -2.025433 0.574989 -0.1 -0.1 0.3 0.0053
N 1.710132 -1.166116 -0.304694 -0.3 -0.2 -0.3 0.0086
C 2.236292 -1.111348 -1.537077 0.2 -0.2 0.0 0.0157
C 1.473431 -2.238412 1.792130 0.2 0.2 -0.3 0.0060
C 1.879103 -3.042202 2.844324 -0.2 -0.2 0.0 -0.0008
C 0.988074 -3.305199 3.876768 0.0 0.0 -0.1 0.0102
C -0.297906 -2.793577 3.810088 -0.1 -0.1 -0.1 -0.0009
C -0.673847 -1.957667 2.764267 -0.1 -0.2 -0.3 0.0079
C 0.230808 -1.600351 1.769990 0.2 0.4 0.5 -0.0023
H 3.731051 -1.717190 -2.921507 0.0 0.0 0.0 0.0000
H 4.887613 -3.164738 -1.220199 0.0 0.0 0.0 0.0002
H 3.823043 -3.411272 1.014330 0.0 0.0 0.0 -0.0001
H 1.748896 -0.482301 -2.256348 0.0 0.1 0.0 0.0085
H 2.875035 -3.464457 2.874410 0.0 0.0 0.0 -0.0004
H 1.289474 -3.926995 4.709213 0.0 0.0 0.0 0.0006
H -1.016255 -3.020868 4.586753 0.0 0.0 0.0 -0.0003
H -1.695442 -1.606406 2.720321 0.0 0.1 0.1 0.0000
S -0.964727 -3.462993 -0.523680 -0.1 0.2 -0.1 0.8344
C -1.963380 -3.326142 -1.933085 0.1 -0.2 0.1 0.1772
C -2.836040 -4.377046 -2.224485 -0.1 -0.1 -0.1 0.0139
C -3.598985 -4.354889 -3.377078 0.0 0.0 0.1 0.1081
C -3.526228 -3.276320 -4.266724 0.1 0.1 0.0 0.0014
C -2.688361 -2.227289 -3.983472 -0.1 -0.1 0.0 0.0723
C -1.886410 -2.218927 -2.813136 0.0 0.1 -0.2 0.0892
S -0.859834 -0.904200 -2.516791 -0.1 -0.3 -0.1 0.6064
H -2.917056 -5.205410 -1.532555 0.0 0.0 0.0 0.0046
H -4.273396 -5.176828 -3.579357 0.0 0.0 0.0 0.0067
H -4.133497 -3.264613 -5.161194 0.0 0.0 0.0 -0.0016
H -2.620206 -1.372871 -4.643791 0.0 0.0 0.0 0.0025
B 3.614855 1.372550 0.426032 0.0 -0.1 -0.1 0.0002
N 2.841227 1.402590 1.752004 0.2 0.0 0.0 0.0009
C 3.156465 2.075336 2.856302 -0.1 0.0 0.0 0.0047
C 2.455062 1.540071 3.926467 0.0 0.0 0.0 0.0011
C 1.712977 0.513017 3.365710 0.1 -0.2 0.1 0.0043
N 1.939870 0.435527 2.045432 -0.2 0.1 -0.4 -0.0061
N 2.690444 1.859104 -0.738121 0.0 0.0 0.0 0.0032
C 3.128364 2.551282 -1.791215 0.0 0.0 0.0 0.0014
C 2.159667 2.533845 -2.779910 0.0 -0.1 0.0 -0.0002
C 1.125729 1.792637 -2.225960 -0.1 0.1 -0.1 0.0011
N 1.447579 1.395199 -0.988063 -0.1 -0.3 0.1 0.0092
H 4.562190 2.115452 0.488761 -0.1 0.0 0.0 0.0000
H 3.934610 0.230807 0.193228 0.1 0.1 0.0 0.0001
H 3.872381 2.878939 2.814341 0.1 -0.1 0.0 0.0002
H 2.476212 1.844003 4.957483 0.0 0.0 0.0 -0.0001
H 1.071123 -0.197695 3.859135 -0.1 0.1 0.0 0.0007
H 4.105446 3.002782 -1.764863 0.0 0.0 0.0 0.0002
H 2.193168 2.987989 -3.754070 0.0 0.0 0.0 -0.0001
H 0.169329 1.553097 -2.652754 0.0 0.0 0.0 -0.0004
C -4.516667 4.696394 -1.185342 0.0 0.0 0.0 0.0002
C -3.410432 3.685901 -1.112093 -0.1 0.0 0.0 0.0014
C -3.648202 2.327353 -1.241040 0.0 0.0 -0.1 0.0009
C -2.606735 1.433663 -1.081593 0.0 0.0 -0.1 0.0161
N -1.350043 1.804496 -0.840106 -0.1 -0.2 0.4 0.0087
C -1.111659 3.118971 -0.750212 0.0 0.0 -0.1 0.0012
C -2.095832 4.073116 -0.878104 0.0 0.0 0.0 0.0014
H -5.474295 4.224865 -1.398052 0.0 0.0 0.0 0.0000
H -4.313726 5.440370 -1.956872 0.0 0.0 0.0 0.0001
H -4.600246 5.225179 -0.234647 0.0 0.0 0.0 0.0001
H -4.645036 1.951674 -1.429689 0.0 0.0 0.0 0.0001
H -2.800240 0.372568 -1.124698 0.0 0.0 0.1 0.0081
H -0.093403 3.413510 -0.550855 0.0 0.0 0.1 0.0000
H -1.837176 5.117005 -0.756481 0.0 0.0 0.0 0.0001
F -1.596706 -0.462566 0.451631 0.1 -0.5 -0.2 0.0446
As -1.340287 0.957451 3.093456 -1.4 0.6 -0.3 0.0220
F -2.060403 1.870851 1.632003 -0.2 0.1 0.0 0.0107
F 0.391959 2.044939 1.122771 -0.2 0.1 0.2 0.0167
F -1.603897 2.469973 3.882414 0.3 -0.1 0.4 0.0084
F -1.073556 0.219343 4.721236 0.2 0.0 0.1 0.0144
F -2.934891 0.246576 3.144775 0.1 -0.1 0.2 0.0033
```
Positions in Å, forces in eV/Å.

Computed properties:
HOMO-LUMO gap (alpha / beta) (eV): 7.408 / 5.692
HOMO energy (alpha / beta) (eV): -8.1367 / -8.5148
Multiplicity: 4
Expectation value of S²: 3.783

---

(3)
# C29H27BIrN2O2S

A molecular structure, C29H27BIrN2O2S at a distorted geometry (ωB97M-V/def2-TZVPD, the OMol25 dataset).

The geometry in XYZ format:
```
63
Properties=species:S:1:pos:R:3:forces:R:3:mulliken_charge:R:1
Ir -0.206929 -0.186497 -1.052937 -1.0 -0.7 -3.1 0.6865
N 1.738513 0.141898 -1.839453 0.0 -0.1 0.9 -0.3762
C 2.684815 0.694278 -0.888325 0.1 -0.3 -0.1 0.9521
C 3.871606 0.035259 -0.628018 0.1 0.1 -0.1 -0.8201
C 4.751273 0.557313 0.310178 0.0 -0.1 -0.1 -0.7159
C 4.427670 1.727929 0.976716 0.0 0.0 0.0 -0.7726
C 3.222979 2.360106 0.716374 0.0 0.1 0.0 -0.8067
C 2.328929 1.848106 -0.221774 0.1 0.1 0.3 0.6340
C 0.992864 2.444889 -0.375581 -0.4 0.2 0.1 0.0712
C 0.855198 3.830469 -0.377058 -0.1 0.0 0.1 -0.7633
C -0.395124 4.422241 -0.283011 0.0 0.1 0.0 -0.7046
C -1.530652 3.640721 -0.154634 -0.1 0.1 0.0 -0.8764
C -1.425699 2.257912 -0.189411 0.1 0.1 -0.1 -0.2899
C -0.180501 1.658393 -0.374671 0.5 -0.2 1.0 0.4959
H 2.148134 -0.696742 -2.240606 -0.2 0.0 -0.1 0.3345
H 1.570852 0.804519 -2.594040 0.1 0.0 -0.1 0.3830
H 4.117789 -0.874480 -1.163927 0.0 0.0 0.0 0.3362
H 5.682025 0.047343 0.516817 0.0 0.0 0.0 0.4062
H 5.100510 2.136772 1.717680 0.0 0.0 0.0 0.4056
H 2.949414 3.248328 1.271303 0.0 0.0 0.0 0.5104
H 1.742355 4.449194 -0.422812 0.0 0.0 0.0 0.5750
H -0.478459 5.500865 -0.277226 0.0 0.0 0.0 0.4008
H -2.500467 4.103340 -0.028717 0.0 0.0 0.0 0.4158
H -2.314729 1.655685 -0.091038 0.0 0.0 0.1 0.4982
S -4.609612 -0.308278 -2.182170 0.0 0.0 0.0 -0.1913
C -2.945195 0.020855 -2.100109 0.1 -0.2 -0.1 -0.1496
N -2.294821 -0.506359 -1.096878 0.1 0.0 0.5 -0.1433
C -3.166571 -1.228009 -0.267861 0.1 0.1 0.0 -0.1742
C -2.837339 -1.872439 0.924337 0.0 0.0 0.0 -0.3830
C -3.836302 -2.539396 1.598962 0.0 0.0 0.0 -0.9602
C -5.152911 -2.564906 1.118232 0.0 0.0 0.0 -0.5026
C -5.496262 -1.908462 -0.042842 0.0 0.0 0.0 -0.5306
C -4.485252 -1.235688 -0.726793 0.0 0.0 0.0 0.9002
H -2.454329 0.628408 -2.845998 0.0 0.0 0.0 0.3861
H -1.832002 -1.834628 1.317006 0.0 0.0 0.0 0.5766
H -3.598830 -3.047952 2.523442 0.0 0.0 0.0 0.4473
H -5.913156 -3.097888 1.672533 0.0 0.0 0.0 0.4036
H -6.513713 -1.911620 -0.408654 0.0 0.0 0.0 0.4244
C 0.473669 -8.901106 1.139383 0.0 0.0 0.0 -2.1497
C 0.353455 -7.987684 -0.080386 0.0 0.0 0.0 2.1928
C -0.956669 -8.324992 -0.806052 0.0 0.0 0.0 -1.6036
C 1.538846 -8.267773 -1.014600 0.0 0.0 0.0 -1.5577
C 0.359298 -6.506084 0.301512 0.0 0.0 0.0 0.2286
C 0.554344 -6.071962 1.612715 0.0 0.0 0.0 -0.2046
C 0.575498 -4.721579 1.971070 0.0 0.0 0.0 -1.9185
C 0.391932 -3.815617 0.958927 0.0 0.0 0.0 0.9822
O 0.357607 -2.428876 1.014156 0.1 -0.2 -0.1 -0.2006
B 0.119850 -2.050074 -0.293487 0.4 1.2 1.2 -0.1804
O 0.037409 -3.107534 -1.162812 0.0 -0.3 -0.2 -0.1720
C 0.198707 -4.232765 -0.345568 0.0 0.1 -0.1 0.2797
C 0.177382 -5.551543 -0.710640 0.0 0.0 0.0 -0.8368
H 0.434040 -9.941591 0.814946 0.0 0.0 0.0 0.4326
H -0.342967 -8.743258 1.846325 0.0 0.0 0.0 0.4463
H 1.419641 -8.757103 1.664082 0.0 0.0 0.0 0.4310
H -0.991510 -9.391356 -1.035073 0.0 0.0 0.0 0.4567
H -1.052003 -7.783182 -1.747991 0.0 0.0 0.0 0.3201
H -1.820743 -8.081176 -0.185335 0.0 0.0 0.0 0.3669
H 1.536233 -9.315342 -1.321274 0.0 0.0 0.0 0.4348
H 2.486141 -8.060850 -0.513681 0.0 0.0 0.0 0.3681
H 1.492769 -7.655757 -1.916810 0.0 0.0 0.0 0.3292
H 0.695722 -6.800344 2.396859 0.0 0.0 0.0 0.4815
H 0.731332 -4.407328 2.993603 0.0 0.0 0.0 0.4983
H 0.025649 -5.835205 -1.743104 0.0 0.0 0.0 0.4920
```
Positions in Å, forces in eV/Å.

Computed properties:
HOMO-LUMO gap (eV): 7.295
HOMO energy (eV): -10.9158
Charge: +1

---

What are the calculated total energy values for these records? In order: -1681.70170, -5173.18782, -1908.54234 a.u..